# 1
{
  "formula": "C46H51BrIrN8O3S",
  "method": "ωB97M-V/def2-TZVPD",
  "s2": 6.057,
  "max_force_ev_per_a": 0.57,
  "lumo_ha": [-0.0678, -0.1593],
  "relative_energy_kcal_mol": 0.0,
  "spin_multiplicity": 5,
  "total_charge": 1,
  "e_homo_ev": [-9.0, -9.6],
  "gap_ev": [7.202, 5.310],
  "symbols": ["C", "C", "O", "H", "C", "N", "H", "H", "H", "H", "H", "H", "H", "H", "O", "H", "H", "H", "C", "H", "C", "H", "H", "C", "C", "H", "H", "C", "C", "H", "C", "H", "N", "N", "H", "C", "S", "H", "C", "N", "H", "C", "H", "C", "C", "H", "H", "H", "C", "H", "H", "O", "H", "C", "C", "C", "H", "C", "Ir", "H", "H", "C", "H", "H", "C", "C", "H", "H", "N", "C", "H", "C", "C", "H", "C", "H", "C", "H", "H", "H", "C", "C", "C", "H", "Br", "H", "C", "C", "N", "C", "H", "C", "C", "C", "C", "C", "N", "C", "H", "C", "C", "H", "C", "H", "N", "C", "C", "H", "H", "C", "H"],
  "xyz": [[1.44006, 1.63489, 2.56384], [-1.82205, 6.20395, -3.81014], [-1.98002, 2.60363, -4.03655], [2.65121, 3.12901, 6.13141], [-0.28301, -1.41190, -6.03420], [-2.56865, -2.08371, -0.73176], [5.98373, -0.30735, -1.32423], [4.75329, 1.13989, 0.39271], [-4.49548, -6.07268, 5.45792], [3.17688, 1.62172, -3.50601], [-1.71711, 1.92350, -3.38094], [-1.06264, -0.92351, 4.37416], [3.23646, -1.84596, -2.75879], [-1.27123, -2.44653, 6.31409], [-1.21112, 1.63485, -1.77079], [-1.42088, 7.40752, -2.07189], [5.35163, 1.13128, -2.14744], [-2.23892, 3.56805, 5.60322], [0.40980, -3.81714, -1.85500], [-0.66429, 3.88033, 0.50740], [-2.68704, -5.94302, 6.54698], [-1.20707, 5.49914, -0.58451], [-3.26045, -5.06584, 4.64555], [4.40898, 2.08985, -0.00282], [2.92407, 0.70585, -1.40859], [1.73324, 2.89166, -1.89185], [3.30713, 3.71402, -1.89232], [3.48043, -1.62540, -1.71509], [0.59476, -0.56824, -3.87815], [4.30573, -2.26307, -1.40184], [-1.54790, 4.00810, -2.10284], [-2.47536, 2.74295, -0.62791], [-0.66349, -1.26580, -1.83622], [0.03618, 1.99995, 0.54187], [-2.91685, -4.31598, -1.84259], [-0.41524, -0.87384, 0.90119], [-1.00119, -5.30077, 6.56528], [-1.79189, -5.45979, -1.08367], [1.58087, 3.23534, 6.01369], [3.88094, -0.24130, -1.53831], [4.09853, 2.72202, 0.83013], [-1.53688, 6.40855, -2.46609], [2.32185, 3.70037, -0.42477], [-1.16486, 3.48756, 5.70647], [2.55333, 0.82944, -5.38986], [1.66987, -0.06398, -7.10917], [-2.35375, -3.72738, 0.55407], [-0.18706, -1.45570, -7.10993], [-1.40942, 5.31356, -1.63244], [-2.98137, -0.32129, -1.79049], [-3.13849, -0.18739, -0.02475], [-2.94234, -6.79145, 7.35043], [0.27882, 3.27786, 2.17729], [-0.57767, -1.61930, 1.85025], [-1.40695, -2.29345, -1.36048], [-1.82592, 3.81735, -3.46273], [-2.27891, -2.36500, -3.52234], [2.49230, 0.94011, -3.99528], [-0.17869, 0.32997, -0.62314], [-1.93498, 7.04722, -4.47710], [-0.27673, -4.27333, 1.83331], [-1.31006, -2.03230, -5.39523], [-3.18953, -2.33200, 1.23121], [-2.06084, -2.58043, -5.94723], [-0.91368, -4.21520, 5.16152], [-0.68844, -2.49948, 2.96932], [1.03310, -3.08757, -1.34580], [-4.36233, -1.06977, -0.96006], [-0.48783, 3.07945, -0.09079], [-0.51940, -3.87881, 2.81203], [2.80825, 1.82887, 4.21425], [-1.41314, -1.92849, -4.00308], [-3.29915, -0.83744, -0.88931], [2.61252, -1.82909, -1.09340], [5.22322, 0.06300, -2.01276], [1.33354, 4.28356, 7.85160], [-0.62280, -4.72683, 3.89868], [-1.11692, 4.52656, 7.58647], [0.59194, -3.75974, -2.93196], [-2.18356, 4.73851, -5.34216], [-0.43381, 2.84353, 4.73074], [1.79679, 2.05727, 3.90537], [1.58379, 0.24016, -3.22280], [-4.10920, -4.45691, 6.06868], [2.36572, 0.07115, 2.01783], [3.29510, 1.39215, -5.93959], [-0.53653, 4.02178, 6.82763], [-1.88773, -4.66224, -1.82217], [1.66954, 0.42743, -1.82389], [0.58455, 2.31213, 1.77997], [-4.02937, -3.37526, 0.06524], [0.84200, 3.88399, 6.97569], [-0.47641, -1.26627, -3.23292], [1.65802, 0.03464, -6.03254], [-0.95203, -1.99147, 4.24399], [-1.96382, 4.92293, -4.30017], [-0.98205, -3.56081, -1.53620], [-3.69444, -5.35132, 5.60037], [-0.95084, 2.39269, 3.89493], [-1.49781, 2.83055, -1.14237], [-3.06549, -2.93908, 0.33284], [5.36324, -0.41623, -2.98493], [-1.06555, -2.84265, 5.32901], [5.22798, 2.59054, -0.52397], [3.26567, 1.88933, -0.87630], [2.61041, 3.11737, -1.29660], [0.97124, 2.70974, 4.84630], [-0.47758, -5.79206, 3.77832], [0.66407, -4.81616, -1.50391], [0.65884, -0.65145, -5.30250], [-1.64337, -5.06760, -2.80754]],
  "atomic_forces_ev_per_a": [[-0.078, -0.156, -0.162], [-0.007, -0.022, -0.002], [0.014, -0.175, 0.073], [0.035, -0.006, 0.012], [-0.043, -0.021, 0.032], [0.047, -0.040, -0.067], [0.007, 0.008, 0.008], [0.008, -0.012, -0.005], [-0.007, -0.010, 0.026], [0.021, 0.007, -0.040], [-0.070, 0.179, -0.144], [-0.011, 0.033, 0.004], [-0.004, 0.003, -0.019], [0.001, 0.007, 0.021], [0.160, -0.073, 0.160], [-0.004, 0.030, 0.014], [-0.002, 0.028, -0.003], [-0.011, -0.005, 0.002], [0.044, 0.031, 0.007], [0.069, -0.074, -0.034], [0.049, 0.113, -0.016], [-0.012, 0.007, 0.041], [-0.017, -0.013, 0.007], [0.056, -0.049, 0.039], [0.182, -0.079, 0.105], [-0.105, -0.018, -0.018], [-0.009, 0.007, 0.016], [-0.031, -0.045, 0.019], [0.014, 0.017, -0.006], [0.011, -0.013, 0.009], [0.005, -0.059, 0.019], [0.100, 0.005, -0.019], [-0.092, 0.118, 0.114], [0.138, 0.303, -0.467], [-0.001, 0.010, 0.011], [-0.004, 0.100, 0.006], [0.013, -0.036, -0.030], [-0.010, 0.002, 0.003], [-0.001, -0.007, -0.037], [-0.100, 0.045, 0.057], [-0.023, -0.014, 0.015], [0.017, -0.005, 0.031], [-0.082, 0.029, 0.061], [-0.006, 0.003, 0.000], [-0.053, -0.039, -0.057], [-0.005, -0.004, -0.026], [0.008, 0.000, -0.005], [0.010, 0.001, -0.036], [-0.012, 0.013, -0.017], [0.016, 0.009, 0.002], [0.002, 0.010, 0.003], [-0.033, -0.089, 0.048], [-0.076, -0.060, 0.005], [0.049, -0.045, -0.084], [0.052, -0.030, -0.020], [0.055, -0.026, -0.018], [-0.037, -0.017, 0.021], [0.013, -0.069, 0.059], [0.013, -0.317, 0.005], [0.004, 0.028, -0.018], [-0.021, -0.008, -0.025], [0.063, 0.033, -0.047], [-0.004, 0.003, 0.005], [-0.018, -0.008, -0.022], [0.021, -0.010, 0.048], [-0.024, 0.039, 0.056], [-0.030, -0.036, -0.029], [-0.007, 0.004, -0.004], [0.087, -0.121, 0.307], [0.029, 0.008, -0.009], [0.066, 0.087, -0.041], [0.016, 0.033, 0.049], [0.020, 0.061, -0.006], [0.029, 0.021, 0.000], [0.043, 0.002, 0.015], [0.015, 0.014, 0.023], [0.004, 0.012, 0.037], [-0.016, 0.021, 0.020], [0.007, -0.009, -0.022], [0.000, -0.005, -0.039], [-0.029, -0.036, -0.014], [0.089, 0.044, 0.066], [0.128, -0.040, -0.062], [0.013, 0.034, -0.014], [0.108, 0.059, 0.011], [0.020, 0.009, -0.018], [0.015, -0.009, -0.001], [-0.032, -0.015, -0.031], [-0.451, 0.321, 0.070], [0.044, 0.160, 0.054], [0.003, -0.022, -0.005], [-0.026, 0.004, 0.007], [-0.042, -0.061, -0.100], [0.045, 0.029, 0.020], [-0.006, 0.003, -0.003], [0.009, 0.019, -0.003], [-0.037, 0.023, 0.082], [-0.028, -0.016, -0.051], [0.010, 0.003, -0.045], [-0.080, 0.093, -0.025], [-0.017, -0.028, 0.023], [-0.005, -0.004, 0.004], [-0.019, -0.026, -0.017], [0.003, 0.010, 0.015], [-0.144, -0.128, -0.033], [-0.093, 0.028, 0.004], [-0.066, -0.071, 0.052], [0.015, -0.018, -0.001], [0.012, -0.018, 0.008], [0.012, -0.001, -0.021], [0.002, 0.001, 0.005]]
}

---

# 2
{
  "formula": "C28H26BMnNO4SbSe4Te",
  "method": "ωB97M-V/def2-TZVPD",
  "max_force_ev_per_a": 2.55,
  "lumo_ha": [-0.3089, -0.3089],
  "total_charge": 2,
  "e_homo_ev": [-13.3, -13.3],
  "gap_ev": [4.891, 4.893],
  "symbols": ["C", "H", "H", "C", "C", "O", "C", "C", "H", "C", "C", "C", "H", "H", "C", "H", "H", "H", "H", "Se", "C", "Se", "N", "C", "C", "H", "Sb", "H", "H", "H", "C", "C", "C", "H", "B", "Se", "C", "H", "H", "C", "C", "H", "H", "H", "C", "C", "Se", "O", "C", "H", "O", "C", "C", "Mn", "H", "C", "H", "C", "H", "O", "H", "H", "Te", "C", "C", "H", "C"],
  "xyz": [[0.68970, -0.37463, 2.71212], [3.32660, -4.00112, -1.24035], [-3.90437, 4.22139, 1.94506], [-1.69309, 8.14165, 3.92869], [-0.99169, -4.97143, 0.93971], [-1.83523, 2.44423, 1.12548], [-1.06675, 0.15107, 4.70429], [1.11592, -4.04981, -3.85120], [-2.52189, 0.21266, 3.08655], [-0.06424, -4.12309, 0.35244], [-1.85585, 3.56293, 1.98320], [1.18762, -0.28470, 3.98568], [-3.41401, 6.05405, 3.53378], [0.57682, 8.10413, 5.28496], [-1.30921, 5.66688, 3.68177], [-2.77809, 8.06197, 3.86546], [4.16774, -5.97992, -2.43041], [1.15021, -5.48014, -5.43485], [2.24595, -0.39837, 4.17107], [-2.78003, 2.54098, -3.91662], [-2.90826, 4.37449, 2.33666], [-4.80373, -0.90494, -2.60615], [-0.62963, -0.18035, 2.40806], [-0.47789, -3.26379, -0.66171], [-1.04422, 6.89816, 4.55027], [0.73301, 4.92480, 3.68929], [-3.04661, 0.61008, -2.67460], [-1.17353, 5.81370, 6.43400], [-1.53311, 7.53952, 6.55907], [-1.46255, 9.01488, 4.53949], [-1.66380, 6.65318, 5.93633], [1.61948, -5.15971, -4.51438], [-0.27781, 4.79391, 3.33199], [0.96349, -4.15283, 0.68871], [-0.52483, 2.03990, 1.14328], [-0.50546, -0.94292, -3.17218], [-2.71195, -4.09572, -0.48897], [-1.79614, 0.34269, 5.47854], [-0.66843, -5.65477, 1.71343], [-2.31916, -4.94499, 0.53242], [2.71277, -5.84972, -4.00598], [0.94193, 6.38539, 5.31003], [-1.30700, 8.32027, 2.92290], [-3.04005, -5.59819, 1.00550], [-1.49301, 0.06570, 3.38605], [2.84115, -4.32294, -2.15485], [-1.34414, 0.26217, -0.77731], [1.84611, 0.27806, 0.60394], [0.27346, 0.00058, 5.00228], [0.25718, -3.52819, -4.25312], [1.78171, -1.92752, 1.24630], [1.60408, -0.75929, 1.47097], [-2.60581, 5.41115, 3.21319], [0.03546, 0.12939, 0.65641], [0.62217, 0.10144, 6.02161], [1.74240, -3.64791, -2.68073], [-3.73880, -4.06904, -0.82801], [-0.59656, 3.75372, 2.49208], [3.09818, -6.71041, -4.53562], [0.25729, 2.75867, 1.98716], [-2.11008, -2.67612, -1.95468], [0.96162, 7.28303, 3.77634], [1.05285, -2.03753, -1.49576], [3.31894, -5.43957, -2.82681], [-1.78559, -3.26143, -1.10768], [-2.73148, 6.43857, 5.86703], [0.44935, 7.17217, 4.73477]],
  "atomic_forces_ev_per_a": [[0.004, -0.370, -0.109], [0.013, 0.040, -0.021], [-0.016, 0.017, 0.052], [0.073, -0.021, -0.153], [0.025, -0.013, -0.034], [-0.176, 0.409, -0.122], [-0.184, -0.106, 0.010], [0.044, -0.021, 0.034], [-0.012, 0.064, 0.050], [-0.050, 0.003, 0.019], [-0.153, -0.200, -0.099], [-0.085, 0.114, -0.067], [0.019, 0.043, -0.072], [0.002, -0.019, 0.021], [0.089, 0.105, -0.030], [0.009, -0.006, 0.023], [0.001, 0.007, -0.010], [0.021, -0.024, 0.005], [-0.014, -0.079, 0.058], [0.347, -0.111, 0.261], [0.020, -0.026, 0.014], [0.345, -0.056, 0.331], [0.980, 0.017, 0.874], [0.265, -0.037, 0.365], [-0.168, -0.086, 0.305], [0.007, 0.025, -0.059], [-1.855, 0.510, -1.679], [-0.041, -0.006, 0.010], [-0.024, -0.020, 0.018], [-0.015, -0.006, 0.000], [0.043, 0.007, -0.015], [-0.031, 0.022, -0.010], [0.060, 0.005, 0.003], [0.008, 0.017, 0.005], [-0.628, -0.572, 0.337], [0.304, 0.415, 0.802], [0.077, 0.096, -0.087], [0.030, 0.026, 0.004], [-0.024, 0.007, 0.015], [0.020, -0.021, 0.061], [0.008, 0.014, 0.017], [0.006, 0.005, -0.019], [-0.010, 0.021, 0.011], [-0.008, 0.004, -0.016], [-0.071, 0.108, -0.099], [-0.048, 0.067, -0.074], [-0.813, -0.050, -2.352], [0.174, -1.058, 1.282], [0.111, -0.036, -0.008], [-0.009, 0.015, 0.028], [0.723, 0.052, 0.497], [1.110, 0.369, -0.030], [-0.057, -0.007, -0.071], [-0.221, 1.323, 1.231], [-0.018, -0.014, -0.002], [0.284, 0.137, 0.060], [-0.011, -0.085, 0.003], [0.175, -0.072, -0.032], [-0.014, -0.001, 0.003], [0.389, 0.146, -0.139], [0.005, 0.171, 0.026], [0.004, 0.007, 0.016], [-0.784, -1.089, -1.371], [-0.050, -0.003, -0.018], [-0.197, -0.167, 0.035], [0.006, 0.019, 0.012], [-0.011, -0.028, -0.098]]
}